Computed, not measured: an isolated molecule of C9H8N2O2 in a non-equilibrium geometry, with ωB97M-V/def2-TZVPD.

The geometry in XYZ format:
```
21
Properties=species:S:1:pos:R:3:lowdin_charge:R:1
O -2.73182 -1.41120 -0.26275 -0.083
C -1.85867 -2.41815 0.19355 -0.252
C -0.44035 -1.96599 0.15159 0.045
C 0.67602 -1.52902 0.08136 0.075
C 1.88606 -0.79180 -0.01847 -0.341
N 3.10413 -1.21397 -0.11652 0.121
C 3.88534 -0.08483 -0.15888 -0.134
C 3.13720 1.04065 -0.09724 -0.034
N 1.83555 0.57318 -0.03144 -0.029
C 0.66148 1.27725 0.05477 0.014
C -0.43660 1.80750 0.16743 0.064
C -1.82808 2.29542 0.21036 -0.308
O -2.71675 1.46032 -0.42238 -0.059
H -2.53887 -1.31639 -1.22679 0.126
H -1.99108 -3.31566 -0.46760 0.133
H -2.14471 -2.71507 1.21379 0.126
H 4.96576 -0.10558 -0.17605 0.101
H 3.34255 2.08534 -0.11481 0.114
H -1.92595 3.29962 -0.24680 0.129
H -2.16099 2.44405 1.25723 0.123
H -2.72021 0.58432 0.00965 0.067
```

Multiplicity: 1
Structure (SMILES): OCC#Cc1nccn1C#CCO
Energy relative to the best compared isomer or geometry (same formula, charge and spin): 5.4567 eV
Highest occupied orbital energy: -8.84 eV
Molar mass: 176.2 u
Net charge: 0
Kohn-Sham gap: 9.420 eV
Energy: -607.58937 Eh
Lowest unoccupied orbital energy: 0.582 eV

Computed, not measured: a cluster of 6 separate species, C46H98N2O25P6 in total in a non-equilibrium geometry, with ωB97M-V/def2-TZVPD.

The geometry in XYZ format:
```
177
Properties=species:S:1:pos:R:3:lowdin_charge:R:1
C -7.66940 10.18069 -3.16976 -0.067
C -6.23498 9.56650 -3.35949 -0.266
O -5.18163 10.45114 -2.95018 -0.164
C -3.96985 10.15257 -3.65619 -0.208
C -3.50647 8.64925 -3.50373 -0.124
C -3.87896 7.71811 -4.70322 -0.126
C -3.62451 8.26591 -6.04641 0.047
C -3.95621 7.51813 -7.24502 -0.047
C -4.51193 6.17705 -7.04639 -0.071
C -4.77261 5.58684 -5.72430 -0.208
P -5.49919 3.83627 -5.75251 0.903
N -4.11186 2.81860 -5.29806 -0.183
O -6.73093 3.67481 -4.59948 -0.330
C -4.45906 6.36446 -4.51124 -0.123
C -4.75847 5.78905 -3.10048 -0.149
C -3.53394 5.82089 -2.09309 -0.153
C -3.45014 4.37960 -1.41344 -0.239
O -2.95197 4.43264 -0.07163 -0.217
C -1.51271 4.44042 -0.10411 -0.097
C -4.74078 5.60111 -8.47728 -0.401
O -5.12155 4.50553 -8.76681 0.082
N -4.39971 6.68503 -9.36661 0.145
C -3.83630 7.86290 -8.75214 -0.375
O -3.43674 8.84510 -9.29930 0.130
H -8.07003 9.89237 -2.16599 0.073
H -7.57058 11.29291 -3.29290 0.085
H -8.36826 9.76231 -3.93658 0.077
H -6.09416 9.36755 -4.45981 0.122
H -6.18135 8.58125 -2.82098 0.109
H -4.03911 10.52338 -4.71111 0.115
H -3.17370 10.78005 -3.16115 0.130
H -2.38003 8.66339 -3.43017 0.130
H -3.92578 8.29103 -2.52338 0.106
H -3.17731 9.28442 -6.15309 0.121
H -3.47607 2.94828 -6.09953 0.033
H -3.64496 3.31540 -4.52779 0.002
H -6.39667 3.02803 -3.94385 0.042
H -5.04984 4.71501 -3.22709 0.061
H -5.63177 6.29179 -2.59419 0.129
H -2.56608 6.14528 -2.54454 0.110
H -3.77594 6.51582 -1.23773 0.121
H -4.47717 3.91951 -1.34548 0.112
H -2.85288 3.71575 -2.09677 0.123
H -1.10088 3.40170 -0.17470 0.091
H -1.13510 5.00732 -1.00186 0.082
H -1.17324 4.98195 0.81967 0.104
H -3.87004 6.29011 -10.14645 0.155
C -5.55608 1.47047 0.15810 -0.093
C -5.02750 1.89245 1.51267 -0.288
O -4.41982 0.80721 2.20536 -0.211
P -2.99504 0.20737 1.63463 0.672
O -2.05998 1.27708 2.15868 -0.228
O -2.67543 -0.87090 2.84925 -0.257
C -1.44660 -0.81119 3.57260 -0.291
C -1.62703 -0.03910 4.86827 -0.066
O -3.86025 -0.99399 0.82668 -0.218
C -3.31161 -2.31727 0.70602 -0.272
C -3.83066 -3.25632 1.78160 -0.069
H -4.73555 1.18453 -0.50614 0.065
H -6.10633 2.29000 -0.31009 0.071
H -6.21735 0.60811 0.24876 0.081
H -4.30899 2.71457 1.41183 0.099
H -5.85049 2.24829 2.13234 0.120
H -0.64657 -0.39443 2.95980 0.095
H -1.15128 -1.83874 3.80696 0.113
H -2.13269 0.91513 4.71403 0.076
H -0.66343 0.15121 5.34686 0.072
H -2.25071 -0.60699 5.56194 0.077
H -2.21926 -2.28252 0.70035 0.113
H -3.63099 -2.70266 -0.26488 0.115
H -3.43039 -3.03109 2.76772 0.062
H -3.54263 -4.28611 1.55774 0.076
H -4.91718 -3.19411 1.86650 0.085
C 2.28648 4.16933 -5.18952 -0.089
C 2.58045 3.60823 -3.80989 -0.297
O 3.50424 4.41678 -3.09161 -0.216
P 3.02052 5.90559 -2.57322 0.667
O 2.20883 5.48198 -1.36692 -0.236
O 4.37430 6.29744 -1.70592 -0.258
C 4.28436 6.65289 -0.32562 -0.290
C 4.57254 5.45206 0.55749 -0.072
O 3.72937 6.57969 -3.94541 -0.218
C 4.37509 7.86257 -3.86590 -0.271
C 5.87599 7.73994 -3.66669 -0.069
H 1.76407 5.12705 -5.11945 0.065
H 1.65916 3.48040 -5.75900 0.077
H 3.21123 4.34322 -5.74015 0.081
H 1.65711 3.49829 -3.22749 0.108
H 3.02930 2.61977 -3.90524 0.118
H 3.31758 7.10111 -0.09502 0.104
H 5.03542 7.42570 -0.13710 0.116
H 3.99888 4.57444 0.25599 0.073
H 4.34765 5.67457 1.60287 0.078
H 5.62531 5.17162 0.48295 0.077
H 3.91809 8.47639 -3.08593 0.114
H 4.19844 8.36305 -4.82041 0.115
H 6.14275 7.39007 -2.67206 0.063
H 6.35606 8.71284 -3.79217 0.081
H 6.30903 7.02824 -4.37214 0.085
C 2.22991 1.65267 3.71802 -0.081
C 2.77639 2.04676 5.07772 -0.293
O 3.39450 0.94838 5.73748 -0.218
P 4.81354 0.35786 5.14233 0.668
O 5.75406 1.41456 5.68198 -0.232
O 5.13771 -0.74677 6.33192 -0.258
C 6.37023 -0.71039 7.05030 -0.293
C 6.20414 0.03373 8.36305 -0.074
O 3.93507 -0.82015 4.31685 -0.220
C 4.46816 -2.14655 4.15997 -0.270
C 3.94697 -3.10375 5.21749 -0.067
H 3.03974 1.38365 3.03472 0.066
H 1.66959 2.47803 3.27408 0.081
H 1.57413 0.78541 3.80255 0.065
H 3.49140 2.87358 4.98743 0.110
H 1.96089 2.38519 5.71671 0.117
H 7.16942 -0.28461 6.44301 0.104
H 6.65860 -1.74522 7.25814 0.115
H 5.70537 0.99450 8.22922 0.074
H 7.17241 0.20562 8.83843 0.077
H 5.58035 -0.54363 9.04881 0.075
H 5.56064 -2.12407 4.14507 0.114
H 4.13596 -2.50548 3.18306 0.113
H 4.35742 -2.90732 6.20536 0.066
H 4.21967 -4.13191 4.96957 0.070
H 2.86179 -3.03093 5.31394 0.081
C -0.36004 -6.37741 3.25355 -0.085
C 0.01864 -6.13133 4.70317 -0.290
O 0.61221 -7.27801 5.30105 -0.213
P 2.11499 -7.74327 4.80654 0.674
O 2.93739 -6.72366 5.56570 -0.229
O 2.34381 -8.96088 5.90358 -0.259
C 3.48083 -8.96614 6.76716 -0.290
C 3.12897 -8.37557 8.12064 -0.072
O 1.39251 -8.84943 3.75818 -0.225
C 2.02381 -10.12267 3.53908 -0.268
C 1.44377 -11.21417 4.42242 -0.061
H 0.52959 -6.53631 2.63809 0.062
H -0.90598 -5.52243 2.84850 0.070
H -0.98127 -7.26909 3.16301 0.081
H 0.70084 -5.27649 4.78943 0.106
H -0.87594 -5.89827 5.28019 0.119
H 4.32691 -8.45252 6.30993 0.104
H 3.78712 -10.00825 6.89867 0.116
H 2.60840 -7.42139 8.02873 0.074
H 4.02598 -8.22756 8.72590 0.078
H 2.45419 -9.04305 8.66075 0.076
H 3.10606 -10.04043 3.66471 0.119
H 1.83546 -10.39364 2.49868 0.088
H 1.71945 -11.10181 5.46825 0.064
H 1.81304 -12.19284 4.10814 0.082
H 0.35240 -11.20955 4.38755 0.086
C 0.10542 -9.24486 0.54027 -0.088
C 0.83019 -10.33405 -0.22963 -0.295
O 0.92889 -10.03150 -1.61571 -0.212
P 1.91508 -8.79837 -2.08985 0.669
O 3.24757 -9.50953 -1.98543 -0.230
O 1.77674 -8.98832 -3.72825 -0.259
C 2.93274 -9.17308 -4.54551 -0.292
C 3.17025 -10.64835 -4.81298 -0.073
O 0.57316 -7.77832 -2.11754 -0.218
C 0.47203 -6.74890 -3.11633 -0.272
C -0.36208 -7.18406 -4.30901 -0.069
H 0.68060 -8.31510 0.53644 0.067
H -0.04989 -9.54490 1.57809 0.064
H -0.86261 -9.02949 0.08682 0.086
H 1.83333 -10.50275 0.18173 0.102
H 0.27821 -11.27019 -0.14611 0.122
H 3.80867 -8.69631 -4.10492 0.104
H 2.74770 -8.66130 -5.49471 0.115
H 3.13740 -11.24122 -3.89799 0.074
H 4.13661 -10.80563 -5.29700 0.078
H 2.38895 -11.04524 -5.46465 0.076
H 1.46481 -6.41282 -3.42530 0.114
H -0.02737 -5.90019 -2.64359 0.114
H 0.13914 -7.92580 -4.92660 0.063
H -0.57091 -6.33054 -4.95771 0.080
H -1.30333 -7.63363 -3.98702 0.085
```

Multiplicity: 1
Structure (SMILES): CCOCCc1cc2c(c(P(N)O)c1CCCOC)C(=O)NC2=O.CCOP(=O)(OCC)OCC.CCOP(=O)(OCC)OCC.CCOP(=O)(OCC)OCC.CCOP(=O)(OCC)OCC.CCOP(=O)(OCC)OCC
Highest occupied orbital energy: -8.40 eV
Molar mass: 1265.1 u
Net charge: 0
Kohn-Sham gap: 7.150 eV
Energy: -5850.07776 Eh
Lowest unoccupied orbital energy: -1.254 eV

Computed, not measured: an isolated molecule of C6H14NS in a non-equilibrium geometry, with ωB97M-V/def2-TZVPD.

The geometry in XYZ format:
```
22
Properties=species:S:1:pos:R:3:lowdin_charge:R:1
C 0.94722 -0.30292 -1.20924 -0.241
N -0.12643 -0.07246 -0.25732 -0.086
C 0.03358 -0.72153 1.03306 -0.524
C -1.08409 -0.21200 1.91572 -0.615
S -0.99855 1.59050 2.03044 0.624
C -0.01446 -2.24814 0.92380 -0.070
C 0.79830 0.69646 -2.39202 -0.231
C 1.37686 0.04798 -3.65237 -0.121
H 0.95784 -1.32512 -1.60409 0.107
H 1.87586 -0.08460 -0.68748 0.120
H -1.02613 -0.28389 -0.67882 0.119
H 1.02214 -0.42037 1.38504 0.129
H -1.15397 -0.63166 2.92027 0.076
H -2.03873 -0.50817 1.46120 0.069
H 0.88316 -2.73726 0.55902 0.072
H -0.50696 -2.89154 1.67542 0.077
H -0.90688 -2.46711 0.29629 0.084
H -0.22516 1.06020 -2.39659 0.100
H 1.46921 1.52327 -2.14398 0.102
H 2.40664 -0.25356 -3.45873 0.072
H 1.43109 0.75435 -4.47879 0.065
H 0.81938 -0.85374 -3.91326 0.070
```

Multiplicity: 2
Energy relative to the best compared isomer or geometry (same formula, charge and spin): 0.0000 eV
Highest occupied orbital energy (alpha / beta): -8.84 / -8.53 eV
Molar mass: 132.3 u
Net charge: 0
Kohn-Sham gap (alpha / beta): 9.809 / 7.118 eV
Energy: -689.87718 Eh
Lowest unoccupied orbital energy (alpha / beta): 0.974 / -1.414 eV

Computed, not measured: a cluster of 2 separate species, C5H6NO7S in total in a non-equilibrium geometry, with ωB97M-V/def2-TZVPD.

The geometry in XYZ format:
```
20
Properties=species:S:1:pos:R:3:lowdin_charge:R:1
O -1.08720 3.27723 1.69447 0.121
C -0.65658 3.43049 0.51891 -0.145
N -0.63363 3.53329 -0.79914 0.127
C 0.21094 2.41534 -1.38376 -0.307
C -0.61203 1.13693 -1.93429 -0.108
O 0.12568 -0.05995 -1.52148 -0.243
S 1.64614 0.43740 -0.91522 0.843
O 2.50745 0.39324 -2.17236 -0.300
O 1.88462 -0.62689 0.13695 -0.261
O 1.19643 1.98443 -0.35746 -0.211
H 0.89804 2.90069 -2.16771 0.161
H -1.66382 0.92120 -1.48710 0.163
H -0.57907 1.03720 -3.09452 0.149
C 0.10448 -2.66378 1.90633 -0.076
C -1.24196 -3.38091 1.95221 -0.813
O -2.25005 -2.64961 1.76842 -0.126
O -1.17521 -4.61826 2.16865 -0.125
H -0.02084 -1.59504 1.71531 0.038
H 0.62316 -2.78597 2.86138 0.058
H 0.72345 -3.08705 1.11041 0.056
```

Multiplicity: 1
Energy relative to the best compared isomer or geometry (same formula, charge and spin): 1.1432 eV
Highest occupied orbital energy: -3.63 eV
Molar mass: 224.2 u
Net charge: -1
Kohn-Sham gap: 5.309 eV
Energy: -1173.67138 Eh
Lowest unoccupied orbital energy: 1.682 eV

Computed, not measured: a structure of composition C14H10FIrN5O5S6 in a non-equilibrium geometry, with ωB97M-V/def2-TZVPD.

The geometry in XYZ format:
```
42
Properties=species:S:1:pos:R:3:lowdin_charge:R:1
Ir 0.67956 -1.27733 -1.83116 0.679
S 5.58690 4.04169 -2.45271 0.449
C 4.40930 2.88407 -2.33186 -1.528
S 3.18159 2.88618 -1.12326 0.894
C 2.34985 1.44402 -1.63667 -1.110
C 2.85827 0.82053 -2.69873 -1.119
S 2.14010 -0.60335 -3.42877 0.493
S 4.28808 1.53383 -3.39769 0.894
S 0.89728 0.88161 -0.84505 0.564
C -2.76638 2.15888 -3.24503 -0.030
N -2.65106 1.54373 -1.93634 -0.117
C -3.15405 2.04487 -0.74605 -0.043
C -2.80266 1.17866 0.22578 -0.055
N -2.11641 0.15423 -0.38664 0.072
C -1.99525 0.39347 -1.69993 -0.746
S -1.21546 -0.54757 -2.91523 0.607
H -3.14619 3.16945 -3.12017 0.090
H -3.44173 1.58758 -3.87971 0.093
H -1.78410 2.18214 -3.71314 0.086
H -3.70073 2.96950 -0.70164 0.119
H -2.97531 1.20743 1.28796 0.120
H -1.60447 -0.59449 0.08182 0.109
O -0.12775 -5.44465 -2.93290 -0.005
C 0.11822 -4.30359 -2.65111 -0.533
N 0.36499 -3.18681 -2.36977 -0.111
F -2.73740 -0.97264 3.69129 0.073
C -1.41081 -0.75968 3.64850 -0.196
C -0.59282 -1.63847 3.06794 0.032
N 0.77312 -1.46168 3.02764 0.016
C 1.56645 -2.23379 2.06858 -0.010
C 1.16429 -1.88864 0.64165 -0.663
O 2.05408 -1.81134 -0.23267 -0.103
O -0.06301 -1.68595 0.40182 -0.149
C 1.36995 -0.36037 3.62570 -0.456
O 2.56393 -0.17288 3.65174 0.097
N 0.47647 0.51864 4.22102 0.218
C -0.91231 0.46886 4.24148 -0.409
O -1.58060 1.36153 4.71617 0.087
H -0.97426 -2.53800 2.60943 0.152
H 1.40088 -3.30023 2.22947 0.143
H 2.61219 -1.99384 2.21890 0.131
H 0.89725 1.34445 4.61933 0.167
```

Multiplicity: 1
Energy relative to the best compared isomer or geometry (same formula, charge and spin): 0.0094 eV
Highest occupied orbital energy: -4.11 eV
Molar mass: 731.9 u
Net charge: -1
Kohn-Sham gap: 6.335 eV
Energy: -3783.07007 Eh
Lowest unoccupied orbital energy: 2.224 eV

Computed, not measured: a structure of composition C25H24N9NaO3S2 in a non-equilibrium geometry, with ωB97M-V/def2-TZVPD.

The geometry in XYZ format:
```
64
Properties=species:S:1:pos:R:3:lowdin_charge:R:1
Na -2.48007 0.67509 0.66598 0.240
C 1.52606 3.39932 3.35445 -0.073
N 0.15540 3.17275 2.91205 -0.119
C -0.45925 2.02433 2.64911 -0.138
N -1.67399 2.24545 2.17806 0.066
C -1.73548 3.60476 2.16639 -0.186
N -0.65249 4.21004 2.59637 0.123
C 2.48081 3.57289 2.20308 -0.195
C 3.01709 4.81686 1.90789 -0.024
C 3.88720 4.97107 0.83364 -0.053
C 4.21598 3.88404 0.04407 -0.012
C 3.67495 2.63474 0.33641 -0.129
C 2.81674 2.48055 1.41207 0.032
C 4.02021 1.48451 -0.50971 -0.299
N 4.89006 1.40790 -1.44530 0.132
N 4.80525 0.08871 -1.93685 0.132
C 3.89389 -0.48184 -1.24185 -0.295
O 3.34044 0.32947 -0.30516 0.129
C 3.38229 -1.85566 -1.33916 -0.129
C 3.88059 -2.69816 -2.32413 -0.015
C 3.37945 -3.98629 -2.42827 -0.058
C 2.38604 -4.42141 -1.56289 -0.033
C 1.89019 -3.57808 -0.57558 -0.183
C 0.82178 -4.08760 0.36572 -0.070
N 0.17280 -3.02575 1.11221 -0.143
C -0.63889 -2.06904 0.66182 -0.135
N -0.93324 -1.22258 1.63394 0.099
C -0.25469 -1.74244 2.68930 -0.224
N 0.43804 -2.82801 2.42649 0.114
C 2.39707 -2.29303 -0.46458 0.038
H 1.80313 2.54612 3.97539 0.134
H 1.50496 4.28738 3.98317 0.127
H -0.00687 1.06064 2.80925 0.112
H -2.60140 4.15486 1.84122 0.115
H 2.74838 5.67196 2.51476 0.116
H 4.30040 5.94429 0.60896 0.109
H 4.88429 3.98928 -0.79920 0.118
H 2.40500 1.50209 1.62973 0.122
H 4.64325 -2.33870 -3.00032 0.117
H 3.75580 -4.65011 -3.19423 0.108
H 1.98770 -5.42390 -1.66244 0.117
H 1.24921 -4.75319 1.11650 0.135
H 0.06267 -4.64601 -0.18399 0.135
H -1.01587 -2.02024 -0.34707 0.109
H -0.28443 -1.32264 3.68126 0.106
H 2.02210 -1.62567 0.29914 0.120
S -5.04773 -0.51143 2.06681 0.565
C -5.55389 -0.61342 0.48448 -1.204
N -5.63035 -1.71753 -0.25501 -0.054
C -5.82279 -1.56105 -1.69084 -0.213
C -6.49710 -0.19722 -1.88212 -0.409
S -6.05258 0.78441 -0.42602 0.920
H -5.14789 -2.52660 0.11040 0.139
H -6.45959 -2.36018 -2.06910 0.118
H -4.85291 -1.59839 -2.19292 0.092
H -7.58045 -0.28235 -1.94564 0.073
H -6.12443 0.29866 -2.77570 0.077
C -2.05598 -0.53316 -3.65593 -0.113
O -2.50137 -1.27475 -2.51313 -0.204
C -2.61776 -0.56649 -1.30738 -0.363
O -2.32787 0.63940 -1.36619 -0.143
H -1.96876 -1.25668 -4.46448 0.077
H -1.09222 -0.05785 -3.47952 0.076
H -2.76889 0.24586 -3.92540 0.077
```

Multiplicity: 1
Energy relative to the best compared isomer or geometry (same formula, charge and spin): 0.4267 eV
Highest occupied orbital energy: -6.99 eV
Molar mass: 585.7 u
Net charge: 0
Kohn-Sham gap: 6.940 eV
Energy: -2644.30366 Eh
Lowest unoccupied orbital energy: -0.051 eV

- Among the records above, which one has the highest energy?
  C9H8N2O2

- What is the formula in the second record?
  C46H98N2O25P6

- Which value of molar mass does entry 5 give?
  731.9 u